1.
C14H20Cl2O2 | ωB97M-V/def2-TZVPD

Structure (XYZ):
```
38
Properties=species:S:1:pos:R:3:mulliken_charge:R:1
Cl -0.59 -2.42 1.79 -0.118
Cl -1.97 -1.50 -0.74 -0.050
O 0.56 0.31 -2.52 -0.573
O 0.72 0.18 2.51 -0.573
C -0.24 1.31 -0.62 -0.165
C 0.30 -1.25 0.70 0.362
C 0.16 0.08 1.43 -0.362
C 0.11 0.12 -1.39 -0.542
C -0.15 -1.31 -0.79 0.724
C 0.01 -2.66 -2.97 -1.869
C -0.31 1.32 0.76 0.343
C 0.57 -2.43 -1.57 1.501
C 0.55 3.25 2.15 -1.638
C 2.12 -2.20 -1.77 -1.643
C 0.40 -3.77 -0.84 -2.046
C -0.68 2.60 1.54 1.933
C -1.69 2.21 2.65 -1.741
C -1.33 3.69 0.64 -1.781
H -0.67 -3.87 -0.65 0.442
H 2.65 -2.26 -0.80 0.354
H -2.14 3.28 0.01 0.420
H -2.66 1.81 2.25 0.336
H -0.41 2.17 -1.24 0.474
H -1.06 -2.83 -2.92 0.436
H 1.26 3.46 1.36 0.388
H 1.07 2.65 2.89 0.377
H 0.21 -1.77 -3.59 0.344
H 2.57 -2.89 -2.44 0.476
H 0.26 4.19 2.68 0.421
H 0.50 -3.52 -3.45 0.510
H 1.36 -1.45 0.72 0.364
H -0.57 4.03 -0.04 0.413
H 0.74 -4.60 -1.43 0.517
H -1.88 3.07 3.27 0.472
H -1.77 4.53 1.24 0.340
H 0.97 -3.76 0.08 0.375
H 2.33 -1.23 -2.20 0.387
H -1.31 1.44 3.32 0.394
```

The energy relative to the best compared isomer or geometry (same formula, charge and spin) comes out at 0.439 eV. The lowest unoccupied orbital energy is -0.84 eV. As for the calculated total energy: -1616.29833 Eh. As for the SMILES: CC(C)(C)C1=CC(=O)[C@@](Cl)(C(C)(C)C)[C@H](Cl)C1=O. The HOMO energy comes out at -0.369 Ha. Its orbital gap is 9.2 eV.

***

2.
C7H10 | ωB97M-V/def2-TZVPD

Structure (XYZ):
```
17
Properties=species:S:1:pos:R:3:mulliken_charge:R:1
C 1.83 -0.66 2.01 0.242
C -0.24 -0.77 -0.97 0.171
C 0.07 0.67 -1.01 -0.124
C 1.51 -0.62 0.84 -0.497
C 1.20 -0.56 -0.56 -0.665
C -0.39 1.68 0.00 -1.154
C -1.28 -1.19 0.04 -1.376
H 2.14 -0.67 3.03 0.422
H -0.08 1.40 1.01 0.246
H -1.48 1.73 -0.04 0.282
H 1.57 0.40 -1.04 0.236
H -1.35 -2.28 0.12 0.367
H 0.20 1.05 -2.03 0.453
H -2.26 -0.81 -0.29 0.329
H -0.38 -1.24 -1.94 0.374
H -1.08 -0.80 1.04 0.324
H 0.01 2.67 -0.22 0.369
```

The energy relative to the best compared isomer or geometry (same formula, charge and spin) comes out at 4.635 eV. The lowest unoccupied orbital energy is 1.00 eV. As for the calculated total energy: -272.54766 Eh. As for the SMILES: C#C[C@@H]1[C@H](C)[C@@H]1C. The HOMO energy comes out at -0.291 Ha. Its orbital gap is 8.9 eV.

***

3.
C31H46F18IO16P | ωB97M-V/def2-TZVPD

Structure (XYZ):
```
113
Properties=species:S:1:pos:R:3:mulliken_charge:R:1
I 3.31 -4.72 -1.87 0.044
P 2.44 0.38 5.64 0.288
F 3.24 -1.05 -5.07 -0.221
F -2.99 -2.84 9.41 -0.220
F -5.63 -1.20 1.34 -0.240
F 4.98 1.11 -9.21 -0.216
F -6.43 1.58 11.47 -0.245
F -2.69 2.90 -9.08 -0.257
F -2.42 -2.29 11.42 -0.242
F -4.99 0.82 1.79 -0.246
F -6.73 -0.01 2.78 -0.246
F 4.45 -0.79 -3.29 -0.242
F -6.38 -0.43 12.29 -0.252
F -2.48 1.42 -10.64 -0.241
F 6.02 -0.70 -9.79 -0.274
F 6.45 1.18 -10.80 -0.265
F -8.17 0.78 12.46 -0.246
F -0.90 -2.67 9.92 -0.260
F 5.31 -1.66 -5.08 -0.283
F -1.07 3.05 -10.51 -0.243
O 2.17 2.01 5.56 -0.474
O 4.94 -0.27 -12.41 -0.342
O -0.06 2.12 -8.24 -0.339
O 5.93 1.08 -4.47 -0.367
O 3.21 0.18 -11.04 -0.492
O -4.28 0.15 4.26 -0.333
O -2.63 -0.27 8.70 -0.444
O -4.36 -2.01 3.59 -0.510
O 0.99 -1.04 -0.03 -0.399
O 0.94 0.06 3.45 -0.162
O -8.76 -0.51 10.15 -0.525
O -1.50 0.06 10.61 -0.353
O -1.07 0.16 -8.72 -0.521
O 4.09 0.30 5.73 -0.525
O 4.31 1.22 -6.03 -0.466
O -6.65 -0.13 9.45 -0.208
C 4.46 -0.74 -4.63 0.994
C -4.63 -0.85 3.46 0.303
C -7.65 -0.11 10.32 0.236
C -2.68 2.19 10.67 -1.029
C -6.94 -0.69 8.16 -0.132
C -0.93 1.34 -8.86 0.363
C 4.87 0.66 -5.14 0.264
C 1.61 -0.83 1.22 -0.420
C 2.27 -0.10 3.85 -0.557
C 1.31 -3.92 -1.56 -0.459
C 0.73 0.10 2.04 -0.499
C 0.37 -4.81 -2.40 -1.354
C 1.92 -1.54 -1.00 -0.467
C 5.67 3.50 -4.26 -1.099
C -2.02 -0.37 5.05 -1.205
C 5.48 0.44 -10.25 0.949
C -2.12 -2.15 10.13 0.888
C 6.46 2.36 -4.87 -0.168
C -1.81 2.19 -9.80 0.887
C -7.16 0.47 11.66 0.941
C 1.99 0.81 -8.01 -0.770
C -7.64 0.31 7.27 -1.164
C 3.49 0.57 -14.20 -1.094
C -1.39 1.47 10.33 -0.191
C -3.48 -0.22 5.41 0.011
C 0.83 1.47 -7.30 -0.349
C -5.51 -0.30 2.32 0.873
C 4.38 0.12 -11.28 0.338
C 4.03 -0.65 -13.47 -0.225
C 1.20 -2.46 -1.98 -0.520
C -2.13 -0.66 9.71 0.319
H -1.65 0.54 4.56 0.352
H 2.89 1.19 -13.53 0.305
H 2.52 1.53 -8.63 0.291
H -0.33 -0.09 1.84 0.396
H 6.14 4.45 -4.51 0.383
H 2.98 0.53 3.28 0.374
H 2.68 0.39 -7.28 0.109
H 2.58 -0.34 1.06 0.387
H 0.79 -4.94 -3.39 0.397
H 4.32 1.18 -14.57 0.306
H 1.77 -1.80 1.72 0.257
H -3.88 -1.12 5.87 0.299
H -7.77 -0.10 6.27 0.351
H 2.40 -0.68 -1.47 0.353
H 3.23 -1.26 -13.06 0.323
H 4.48 1.12 5.42 0.311
H 0.26 0.76 -6.70 0.370
H 1.69 -2.36 -2.95 0.165
H 4.65 3.51 -4.62 0.290
H 2.88 0.26 -15.04 0.369
H 2.62 -1.14 3.81 0.245
H 0.31 -5.79 -1.92 0.384
H -3.49 1.84 10.04 0.220
H 2.32 2.35 4.66 0.319
H -3.61 0.60 6.12 0.219
H 2.70 -2.11 -0.49 0.386
H -7.53 -1.60 8.28 0.336
H 1.18 2.26 -6.65 0.297
H -7.04 1.22 7.19 0.284
H -5.98 -0.97 7.74 0.222
H -1.43 -0.56 5.94 0.378
H 4.62 -1.27 -14.14 0.320
H 7.49 2.37 -4.52 0.329
H -0.62 -4.36 -2.44 0.378
H 5.64 3.40 -3.17 0.310
H 1.10 -4.05 -0.50 0.518
H -8.61 0.59 7.67 0.405
H 1.65 0.00 -8.66 0.414
H -1.88 -1.19 4.35 0.319
H -1.11 1.62 9.29 0.270
H 6.48 2.43 -5.96 0.273
H -2.96 2.01 11.70 0.311
H 0.16 -2.16 -2.07 0.426
H -2.56 3.27 10.52 0.410
H 0.92 1.12 1.70 0.213
H -0.57 1.83 10.95 0.329
```

The lowest unoccupied orbital energy is 0.26 eV. As for the calculated total energy: -4849.42978 Eh. As for the SMILES: C[C@@H](I)CCOCCOCP(O)O.CCOC(=O)C(F)(F)F.CCOC(=O)C(F)(F)F.CCOC(=O)C(F)(F)F.CCOC(=O)C(F)(F)F.CCOC(=O)C(F)(F)F.CCOC(=O)C(F)(F)F. The HOMO energy comes out at -0.346 Ha. Its orbital gap is 9.7 eV.

***

4.
C13H16N2O5 | ωB97M-V/def2-TZVPD

Structure (XYZ):
```
36
Properties=species:S:1:pos:R:3:mulliken_charge:R:1
O 6.04 0.28 0.45 -0.580
O 4.03 0.84 1.26 -0.447
O 1.64 -2.61 0.46 -0.520
O 3.79 -2.22 0.90 -0.573
O -0.05 -0.95 -0.90 -0.814
N 0.31 2.46 0.08 -0.742
N 1.74 0.25 -0.25 0.000
C -3.64 0.72 0.89 -0.234
C -1.80 1.28 -0.73 -1.498
C -0.46 1.22 0.07 0.872
C -4.64 -0.13 1.40 -0.663
C 2.78 -1.92 0.31 0.727
C 4.08 -0.15 -0.91 -0.991
C 4.84 0.31 0.31 0.511
C -4.87 -1.36 0.79 -0.419
C 2.72 -0.75 -0.67 -0.211
C -2.88 0.34 -0.20 0.476
C -3.12 -0.89 -0.80 -0.091
C 0.42 0.08 -0.41 0.001
C -4.11 -1.74 -0.31 -0.666
H -5.63 -2.01 1.15 0.406
H 2.04 1.09 0.24 0.350
H -1.59 1.09 -1.80 0.435
H -0.20 3.18 0.61 0.295
H 4.60 1.09 1.98 0.341
H 3.98 0.68 -1.60 0.375
H 0.95 -2.21 -0.09 0.422
H -2.50 -1.24 -1.65 0.270
H 0.38 2.84 -0.84 0.192
H -3.46 1.69 1.35 0.361
H -0.73 0.99 1.14 0.363
H -5.23 0.20 2.21 0.406
H 2.32 -1.14 -1.62 0.451
H 4.72 -0.90 -1.39 0.358
H -2.18 2.28 -0.63 0.461
H -4.28 -2.69 -0.80 0.379
```

The energy relative to the best compared isomer or geometry (same formula, charge and spin) comes out at 0.099 eV. The lowest unoccupied orbital energy is 0.40 eV. As for the calculated total energy: -990.76890 Eh. As for the SMILES: N[C@@H](Cc1ccccc1)C(=O)N[C@@H](CC(=O)O)C(=O)O. The HOMO energy comes out at -0.337 Ha. Its orbital gap is 9.6 eV.

***

5.
C10H21NOP | ωB97M-V/def2-TZVPD

Structure (XYZ):
```
34
Properties=species:S:1:pos:R:3:lowdin_spin:R:1
P -0.54 -0.04 -0.16 0.582
O -0.34 0.38 1.41 0.081
N 2.13 -0.95 0.93 0.310
C 3.75 1.15 1.17 0.073
C -3.25 -0.37 0.51 0.028
C 4.13 0.24 -0.10 0.074
C 5.50 -0.45 -0.07 0.030
C 6.15 -0.61 -1.22 0.000
C -5.53 -1.18 -0.61 0.001
C 2.98 -0.04 0.73 0.434
C -2.22 -0.69 -0.58 0.122
C -4.64 -0.01 0.00 0.015
C -0.76 1.83 -0.69 0.111
H -0.70 1.78 -1.76 0.001
H 4.46 1.03 1.91 0.018
H 7.18 -0.82 -1.23 0.000
H -4.52 0.73 -0.76 0.001
H -1.81 2.35 -0.43 0.021
H -2.21 -1.79 -0.94 0.004
H -5.22 -1.35 -1.62 0.000
H -1.11 0.85 1.79 0.011
H 5.73 -0.32 -2.15 0.001
H 5.91 -0.91 0.89 0.001
H 3.41 2.26 1.16 0.022
H 3.93 0.65 -1.07 0.022
H -2.39 -0.21 -1.64 0.008
H -5.40 -2.10 0.03 0.000
H -3.33 -1.26 1.30 0.000
H 1.46 -0.75 1.64 0.009
H -6.53 -0.89 -0.53 0.000
H 0.04 2.45 -0.19 0.000
H -2.87 0.50 1.17 0.002
H -5.27 0.33 0.80 0.003
H 1.88 -1.81 0.31 0.013
```

The energy relative to the best compared isomer or geometry (same formula, charge and spin) comes out at 1.083 eV. Its net charge is +1. The lowest unoccupied orbital energy (spin up / spin down) is -3.65 / -7.79 eV. As for the calculated total energy: -864.45714 Eh. The multiplicity is 3. The HOMO energy (spin up / spin down) comes out at -0.311 / -0.425 Ha. Its orbital gap (spin up / spin down) is 4.8 / 3.8 eV.

***

6.
C49H36F15GeN7O6S3SiTi | ωB97M-V/def2-TZVPD

Structure (XYZ):
```
119
Properties=species:S:1:pos:R:3:lowdin_spin:R:1
Ge 2.77 -2.51 -0.27 0.004
Ti 0.23 -0.35 -0.85 0.876
S -0.69 2.45 -3.13 0.088
S -3.19 1.97 0.39 0.005
S 2.14 -0.76 0.84 0.000
Si 2.38 2.43 -0.30 0.006
F 5.20 -3.07 4.42 0.000
F 6.16 -2.30 -0.82 0.000
F 7.69 -2.57 3.54 0.000
F 2.87 -4.84 -2.53 0.000
F 3.03 -7.66 1.07 0.000
F 4.83 -2.41 -5.99 0.000
F -0.29 -3.73 -0.44 0.001
F 8.12 -2.20 0.87 0.000
F -1.25 -6.00 0.18 0.000
F 0.34 -8.05 0.96 0.000
F 4.09 -5.36 0.49 0.000
F 4.30 -0.33 -1.87 0.000
F 3.14 -3.17 2.79 0.000
F 5.07 -0.26 -4.39 0.000
F 3.71 -4.69 -5.01 0.000
O 1.16 -2.04 -1.64 0.000
O -0.66 -2.56 2.52 0.001
O -0.98 -1.52 0.53 0.005
O 1.39 -0.79 -2.28 -0.020
O -2.41 3.00 1.07 0.001
O -4.05 1.18 1.32 0.002
N -4.38 -1.53 0.64 0.003
N 0.90 1.73 -0.93 0.023
N -2.27 1.18 -0.57 0.016
N -3.40 -2.40 2.58 0.001
N -2.99 -3.36 0.55 0.001
N -0.29 0.88 1.88 0.005
N -1.63 -0.55 -1.92 0.215
C 4.54 -1.38 -3.90 0.000
C 2.57 4.02 -1.25 0.000
C 5.39 -2.85 3.11 0.000
C -1.14 -0.16 2.41 0.000
C 2.23 -6.64 0.71 0.000
C 4.09 -1.44 -2.61 0.000
C 6.88 -2.44 1.32 0.000
C -4.18 3.61 -1.63 0.001
C -3.94 0.05 -2.12 0.094
C -5.78 2.64 -0.15 0.000
C 1.55 4.95 -1.47 0.000
C 0.62 -4.59 0.00 0.000
C -3.00 -1.65 -3.54 0.055
C 1.07 3.68 1.80 0.000
C -3.56 -2.38 1.25 0.002
C 5.80 -2.48 0.47 0.000
C 6.67 -2.61 2.68 0.000
C -7.68 4.76 -2.65 0.000
C 2.71 2.60 3.77 0.000
C -2.70 0.22 -1.54 0.078
C -6.55 4.09 -1.92 0.000
C -1.82 -1.46 -2.92 0.151
C -1.39 -0.08 3.93 0.000
C -4.12 -0.93 -3.13 0.287
C 4.50 -2.70 0.87 0.000
C -5.21 4.26 -2.30 0.001
C 0.88 -6.87 0.66 0.000
C 1.98 -4.29 0.11 0.002
C 0.19 1.98 -1.90 0.043
C 4.33 -2.87 2.23 0.000
C 1.86 6.19 -1.99 0.000
C -3.67 -1.30 3.53 0.000
C 1.68 3.45 4.12 0.000
C -4.47 2.83 -0.53 0.002
C 0.08 -5.82 0.27 0.000
C 3.82 -3.61 -4.23 0.000
C 3.89 4.38 -1.54 0.000
C 4.39 -2.47 -4.74 0.000
C 3.18 6.53 -2.28 0.000
C 2.75 -5.41 0.45 0.000
C -0.83 -1.56 1.80 0.001
C 2.93 2.27 2.44 0.000
C 3.57 -2.59 -2.06 0.001
C -6.80 3.25 -0.84 0.001
C 3.41 -3.66 -2.92 0.000
C 2.13 2.82 1.45 0.001
C 0.85 4.00 3.13 0.000
C -2.48 -1.03 4.46 0.000
C 4.19 5.63 -2.05 0.000
H -7.95 5.70 -2.18 0.000
H 3.71 1.56 2.18 0.000
H 0.52 4.69 -1.24 0.000
H 4.69 3.67 -1.37 0.000
H 1.07 6.92 -2.15 0.000
H -7.82 3.06 -0.54 0.000
H 3.37 2.18 4.54 0.000
H -5.00 4.88 -3.17 0.000
H -8.58 4.14 -2.66 0.000
H -2.90 -0.64 5.39 0.000
H -0.94 -2.01 -3.22 0.012
H -3.06 -2.35 -4.37 -0.003
H -6.01 2.01 0.69 0.000
H 0.57 0.96 2.41 0.000
H -2.17 -3.77 0.97 0.000
H -4.75 0.71 -1.86 0.001
H 0.40 4.08 1.05 0.000
H -4.51 -0.60 1.06 0.000
H -3.15 3.69 -1.95 0.001
H 3.56 1.61 -0.63 0.000
H -2.11 0.02 1.95 0.000
H -0.47 -0.32 4.47 0.000
H 3.39 7.52 -2.68 0.000
H 1.53 3.70 5.15 0.000
H -3.93 -0.40 2.98 0.000
H -4.23 -1.46 -0.38 0.004
H -7.43 4.98 -3.69 0.000
H -5.09 -0.97 -3.64 0.027
H -4.53 -1.57 4.14 0.000
H -2.82 -3.14 -0.43 0.001
H 0.04 4.65 3.42 0.000
H -1.70 0.93 4.18 0.000
H 5.21 5.91 -2.28 0.000
H -2.04 -2.00 4.71 0.000
H -0.77 1.78 1.86 0.000
H -2.56 -2.92 2.84 0.000
```

The energy relative to the best compared isomer or geometry (same formula, charge and spin) comes out at 1.592 eV. Its net charge is -2. The lowest unoccupied orbital energy (spin up / spin down) is 3.71 / 3.71 eV. As for the calculated total energy: -8632.14241 Eh. The multiplicity is 3. The HOMO energy (spin up / spin down) comes out at 0.019 / -0.116 Ha. Its orbital gap (spin up / spin down) is 3.2 / 6.9 eV.